(1)
C5H14N2O | the ωB97M-V functional and the def2-TZVPD basis

Last column: Löwdin spin population.
Positions of all 22 atoms, in Å:
1 H 0.474 0.489 -1.773  0.03
2 C -1.511 -1.774 0.990  0.00
3 H -0.867 0.141 -0.719  0.04
4 H -1.785 -2.073 1.989  0.00
5 H 1.199 3.439 -0.037  0.00
6 N 0.266 -2.200 -1.457  0.02
7 H 0.513 -1.272 1.785  0.00
8 H 0.860 0.589 1.083  0.02
9 C 0.645 -1.274 -0.406  0.01
10 C 0.012 -1.726 0.917  0.01
11 C 0.216 0.155 -0.767  0.10
12 H -1.996 -2.277 0.160  0.00
13 H -0.615 -2.001 -1.921  0.00
14 C -0.290 2.255 0.535  0.04
15 N 0.583 1.117 0.245  0.66
16 H 0.952 -2.170 -2.205  0.00
17 H 0.433 -2.733 1.051  0.00
18 H -1.850 -0.723 0.951  0.00
19 O 0.240 3.375 -0.126  0.06
20 H 1.728 -1.340 -0.272  0.00
21 H -1.305 2.157 0.159  0.01
22 H -0.345 2.370 1.621  0.00

Its HOMO-LUMO gap (spin up / spin down) is 10.764 / 5.166 eV. The calculation puts the HOMO energy (spin up / spin down) at -0.5071 / -0.5032 Ha. The expectation value of S² is 0.75. The total charge is +1. The multiplicity is 2. As for the LUMO energy (spin up / spin down): -3.035 / -8.528 eV.

(2)
C5H14N2O | the ωB97M-V functional and the def2-TZVPD basis

Last column: Löwdin spin population.
Positions of all 22 atoms, in Å:
1 H 2.711 -1.639 0.903  0.00
2 H 0.667 1.586 0.121  0.00
3 H -2.489 -0.601 -2.076  0.00
4 C -0.944 0.795 -1.700  0.03
5 H 2.439 0.645 2.635  0.01
6 H 0.817 1.153 2.770  0.01
7 H 1.434 -2.356 1.965  0.00
8 H -2.910 1.158 -2.427  0.00
9 C -2.407 0.456 -1.760  0.00
10 C 1.035 -0.289 1.346  0.10
11 H 0.154 -0.864 -1.289  0.01
12 O -3.028 0.570 -0.497  0.00
13 H -0.030 -0.490 1.583  0.02
14 N -0.211 -0.068 -0.775  0.29
15 C 0.870 0.520 -0.035  0.13
16 H -2.800 -0.189 0.018  0.00
17 N 1.461 0.443 2.453  0.33
18 H 1.751 0.391 -0.639  0.03
19 H -0.457 0.832 -2.704  0.02
20 H -0.874 1.861 -1.468  0.00
21 C 1.668 -1.644 1.159  0.01
22 H 1.145 -2.271 0.417  0.00

Its HOMO-LUMO gap (spin up / spin down) is 11.159 / 5.438 eV. The calculation puts the HOMO energy (spin up / spin down) at -0.5125 / -0.4957 Ha. The expectation value of S² is 0.76. The total charge is +1. The multiplicity is 2. As for the LUMO energy (spin up / spin down): -2.788 / -8.050 eV.

(3)
C5H14N2O2 | the ωB97M-V functional and the def2-TZVPD basis

Last column: Mulliken charge in e.
Positions of all 23 atoms, in Å:
1 H 0.165 -1.465 1.423  0.44
2 H 1.020 -2.029 -0.770  0.36
3 H -0.748 0.547 -0.623  0.35
4 H 1.124 -0.070 1.409  0.44
5 C -0.789 -0.083 0.259  -0.10
6 C 2.238 -0.335 -1.137  -0.66
7 N 1.922 1.116 -1.140  -0.56
8 H 2.236 -0.718 -2.145  0.39
9 C -1.919 1.987 1.025  -0.13
10 H 1.106 1.363 -1.665  0.23
11 H -0.941 0.511 2.342  0.33
12 H -2.469 2.131 0.083  0.40
13 N 1.444 -1.257 -0.281  -0.22
14 H -2.510 0.148 1.605  0.29
15 H -0.906 -2.441 -2.028  0.32
16 C 0.580 -0.738 0.724  -1.20
17 H -1.313 -0.989 -0.083  0.05
18 H -1.231 -3.640 -1.164  0.32
19 O -0.488 -3.200 -1.606  -0.66
20 H 3.227 -0.197 -0.696  0.31
21 H 1.942 1.582 -0.257  0.26
22 O -1.597 2.971 1.652  -0.49
23 C -1.518 0.592 1.425  -0.46

Its HOMO-LUMO gap is 8.835 eV. The calculation puts the HOMO energy at -0.3107 Ha. As for the LUMO energy: 0.381 eV. As for the SMILES: NCNCCCC=O.O.

(4)
C5H14N2O2 | the ωB97M-V functional and the def2-TZVPD basis

Last column: Mulliken charge in e.
Positions of all 23 atoms, in Å:
1 H -2.139 0.126 2.657  0.25
2 H -1.255 0.681 0.186  0.58
3 H 0.595 2.024 -2.181  0.33
4 H 0.712 -0.388 1.924  0.32
5 H -0.931 1.120 -2.254  0.31
6 C -0.332 1.803 -1.647  -0.88
7 O -1.585 -0.484 0.622  -0.63
8 H 2.309 0.261 -1.519  0.41
9 C 0.619 -0.120 -0.242  1.17
10 C -0.535 -1.157 -0.063  -1.04
11 C -1.550 -0.765 2.393  -0.03
12 N -0.104 1.209 -0.335  -0.21
13 H 0.948 -0.513 -2.359  0.41
14 N 1.367 0.133 0.979  -0.87
15 H 0.634 1.665 0.323  0.38
16 H -0.162 -1.999 0.526  0.42
17 H 2.218 -0.425 0.991  0.27
18 C 1.508 -0.471 -1.426  -1.99
19 H -2.137 -1.691 2.439  0.27
20 H 1.958 -1.446 -1.244  0.48
21 H -0.917 -1.471 -1.042  0.41
22 H -0.886 2.733 -1.518  0.33
23 O -0.337 -0.825 2.788  -0.68

Its HOMO-LUMO gap is 9.623 eV. The calculation puts the HOMO energy at -0.3254 Ha. As for the LUMO energy: 0.768 eV.

(5)
C5H14N2S | the ωB97M-V functional and the def2-TZVPD basis

Last column: Mulliken charge in e.
Positions of all 22 atoms, in Å:
1 N -0.475 1.864 -0.678  -0.45
2 H 2.586 -1.965 -1.641  0.28
3 H -2.290 2.854 -0.273  0.36
4 C -1.860 1.848 -0.232  -0.71
5 N 0.847 -1.049 2.415  -0.43
6 C -2.779 0.816 -0.910  -0.50
7 H 0.892 -1.684 3.189  0.20
8 H -0.449 2.283 -1.595  0.24
9 H -2.913 1.072 -1.966  0.36
10 H -0.047 -0.845 1.997  0.15
11 H -0.135 0.908 -0.768  0.16
12 C 1.640 -1.169 0.123  -0.17
13 C 2.701 -1.131 -0.948  -1.10
14 H 2.592 -0.198 -1.512  0.25
15 H -1.880 1.560 0.831  0.36
16 S -2.039 -0.836 -0.963  -0.18
17 H -3.734 0.781 -0.378  0.33
18 H -1.691 -0.545 0.798  0.04
19 H 2.865 -0.962 1.770  0.29
20 H 0.629 -1.363 -0.212  0.30
21 H 3.699 -1.148 -0.484  0.32
22 C 1.841 -1.091 1.438  -0.08

Its HOMO-LUMO gap is 7.600 eV. The calculation puts the HOMO energy at -0.2945 Ha. As for the LUMO energy: -0.412 eV.

(6)
C5H14N3 | the ωB97M-V functional and the def2-TZVPD basis

Last column: Mulliken charge in e.
Positions of all 22 atoms, in Å:
1 H -0.506 -3.752 -1.350  0.33
2 N 1.365 2.296 1.700  -0.18
3 C -0.771 -1.623 -1.238  0.05
4 C -3.004 -1.016 -1.120  -0.24
5 C 0.759 2.317 3.040  -0.77
6 H 2.264 1.950 -0.764  0.21
7 H 0.932 1.361 3.520  0.31
8 H -0.307 2.514 2.973  0.32
9 N -2.125 -1.634 -1.769  -0.43
10 H -0.796 -1.534 -0.140  0.28
11 H -4.029 -0.995 -1.483  0.27
12 H 0.041 -2.897 -2.761  0.32
13 N 1.966 1.146 -0.232  -0.32
14 H 1.018 -2.880 -1.270  0.33
15 H -0.245 -0.726 -1.595  0.13
16 H 2.058 0.231 -0.650  0.25
17 C 1.459 1.218 0.974  0.34
18 H 1.258 3.077 3.630  0.31
19 H -2.800 -0.506 -0.170  0.17
20 C 0.006 -2.852 -1.674  -1.22
21 H 1.101 0.307 1.438  0.26
22 H 1.688 3.176 1.318  0.26

Its HOMO-LUMO gap is 8.672 eV. The calculation puts the HOMO energy at -0.4538 Ha. The total charge is +1. As for the LUMO energy: -3.677 eV.

(7)
C5H14N3 | the ωB97M-V functional and the def2-TZVPD basis

Last column: Mulliken charge in e.
Positions of all 22 atoms, in Å:
1 H -3.164 -0.578 1.036  0.36
2 C -1.853 0.402 -0.154  0.94
3 H -0.698 -0.629 -1.554  0.30
4 N 2.119 0.397 -0.975  -0.80
5 H -0.291 1.083 -1.578  0.49
6 H 2.188 -0.213 -1.720  0.25
7 H -1.566 -1.399 1.093  0.30
8 C -2.259 -0.881 0.457  -1.28
9 N -2.607 1.460 -0.159  -0.65
10 H 2.381 -1.546 0.818  0.37
11 H 1.803 0.878 1.821  0.36
12 H 1.214 -2.065 -0.232  0.42
13 H -2.296 2.323 -0.699  0.26
14 H 0.182 0.594 1.653  0.48
15 N 1.142 0.044 -0.024  0.57
16 H -2.339 -1.758 -0.156  0.38
17 C -0.703 0.337 -1.039  -0.62
18 H 0.628 -1.652 1.208  0.37
19 C 1.348 -1.305 0.478  -1.05
20 C 0.969 0.970 1.074  -1.10
21 H 1.042 1.950 0.773  0.37
22 H 1.988 1.361 -1.305  0.27

Its HOMO-LUMO gap (spin up / spin down) is 8.497 / 8.496 eV. The calculation puts the HOMO energy (spin up / spin down) at -0.5043 / -0.5043 Ha. The total charge is +1. As for the LUMO energy (spin up / spin down): -5.225 / -5.226 eV.

(8)
C5H14N3 | the ωB97M-V functional and the def2-TZVPD basis

Last column: Mulliken charge in e.
Positions of all 22 atoms, in Å:
1 N 0.211 -0.482 -1.635  -0.18
2 C -1.028 0.301 -1.418  -0.02
3 H -0.814 1.347 -1.255  0.34
4 H 1.619 -2.042 2.236  0.36
5 H 0.777 -0.050 -2.377  0.41
6 H 0.062 -1.466 -1.842  0.38
7 H 0.782 -0.460 -0.777  0.16
8 H -4.234 0.169 -1.924  0.35
9 H 2.341 1.440 1.804  0.31
10 N 0.959 -0.138 2.205  -0.41
11 H 0.834 1.890 2.591  0.30
12 H -2.244 -1.365 -1.495  0.25
13 H 0.852 1.537 0.855  0.14
14 C 1.263 1.249 1.827  -0.73
15 H -3.902 0.050 -0.213  0.31
16 H 3.612 -1.624 1.259  0.27
17 C -2.214 -0.279 -1.425  -0.16
18 N 2.896 -0.942 1.024  -0.45
19 H 3.296 -0.018 0.933  0.21
20 C -3.498 0.417 -1.160  -1.19
21 H -3.374 1.495 -1.098  0.34
22 C 1.802 -1.028 1.885  0.01

Its HOMO-LUMO gap is 9.455 eV. The calculation puts the HOMO energy at -0.4722 Ha. The total charge is +1. As for the LUMO energy: -3.394 eV.

(9)
C5H14N3 | the ωB97M-V functional and the def2-TZVPD basis

Last column: Mulliken charge in e.
Positions of all 22 atoms, in Å:
1 C 0.580 -0.087 2.152  -0.17
2 H -0.421 2.894 -1.416  0.30
3 H 0.311 -0.047 -1.439  0.30
4 H -0.856 0.786 -2.460  0.46
5 C 0.251 2.077 -1.124  -0.28
6 H 1.537 2.031 -2.708  0.23
7 H 0.344 2.145 -0.035  0.19
8 H -2.162 -0.185 -0.869  0.28
9 N -1.478 0.445 -0.450  -0.59
10 H -2.005 1.294 -0.257  0.25
11 H -0.769 -0.294 0.548  0.34
12 H 1.303 -0.515 2.832  0.25
13 C 0.215 -2.221 1.267  0.15
14 H -1.311 -2.691 -0.107  0.23
15 N 1.582 2.118 -1.698  -0.60
16 H -0.294 -4.093 0.523  0.27
17 N -0.034 -0.824 1.322  0.05
18 H 2.024 3.011 -1.515  0.25
19 H 1.025 -2.578 1.891  0.26
20 C -0.505 -3.036 0.521  -0.77
21 C -0.425 0.755 -1.463  -0.64
22 H 0.369 0.974 2.184  0.25

Its HOMO-LUMO gap is 8.713 eV. The calculation puts the HOMO energy at -0.4741 Ha. The total charge is +1. As for the LUMO energy: -4.187 eV.

(10)
C5H14N3O4 | the ωB97M-V functional and the def2-TZVPD basis

Last column: Mulliken charge in e.
Positions of all 26 atoms, in Å:
1 C -1.213 -0.410 0.199  0.95
2 H -3.120 -1.410 -0.167  0.32
3 C 2.794 -0.739 -0.849  0.44
4 H 1.184 0.672 1.318  0.30
5 H -0.820 0.717 2.018  0.50
6 N -0.666 -1.566 -0.435  -0.08
7 H 4.555 -1.050 0.114  0.28
8 C -0.574 -0.154 1.582  -1.03
9 O 0.802 -0.284 1.593  -0.46
10 H 2.206 2.570 0.979  0.31
11 H -1.047 -2.486 0.065  0.45
12 C -2.669 -0.472 0.178  -1.10
13 H -2.052 2.547 -0.158  0.35
14 O -2.785 0.402 -0.933  -0.39
15 H -3.344 -0.285 1.009  0.31
16 H 1.526 -0.354 -2.197  0.21
17 H 0.372 -1.421 -0.284  0.23
18 H -0.896 -1.615 -1.413  0.38
19 C -1.444 0.780 -0.869  0.23
20 N 3.733 -0.589 -0.166  -0.26
21 O -1.196 2.124 -0.368  -0.49
22 N 1.696 -0.898 -1.363  -0.64
23 H -0.948 0.593 -1.880  0.23
24 H -0.928 -0.987 2.320  0.29
25 O 2.422 1.970 0.273  -0.60
26 H 2.411 2.344 -0.567  0.27

Its HOMO-LUMO gap is 10.727 eV. The calculation puts the HOMO energy at -0.5014 Ha. The total charge is +1. As for the LUMO energy: -2.917 eV.

Energy relative to the best compared isomer or geometry (same formula, charge and spin) in kcal per mole, matching the order above: 45.56; 41.23; 57.86; 90.27; 51.05; 44.79; 129.45; 53.22; 52.88; 46.45
Energy in eV, matching the order above: -10430.206; -10430.394; -12485.819; -12484.413; -19225.083; -9875.224; -9871.553; -9874.858; -9874.873; -18062.870